{"formula": "C3H7N2S", "method": "wB97M-V/def2-TZVPD", "species": ["C", "C", "C", "N", "N", "S", "H", "H", "H", "H", "H", "H", "H"], "xyz": [[-1.87450, -0.36954, 0.29946], [-3.08167, 0.08923, -0.25391], [1.79279, 0.19739, 0.37775], [-0.99262, -1.22994, -0.12573], [2.79197, 0.28528, -0.57580], [0.60753, -1.47110, 0.21490], [-1.63364, -0.00013, 1.31719], [-3.78289, 0.86439, 0.23470], [2.06588, 0.19341, 1.49392], [1.12050, 1.10392, 0.17709], [3.68109, -0.19459, -0.35877], [-3.37187, -0.17483, -1.30320], [2.67744, 0.70650, -1.49760]], "forces_ev_per_a": [[-0.8, 1.9, 2.3], [-0.4, 0.2, -1.0], [-0.9, 3.0, 0.2], [2.3, -1.1, -0.9], [0.9, -1.5, 1.3], [-2.0, 0.4, -0.8], [-0.3, 0.2, -0.5], [1.6, -1.5, -0.4], [0.0, -0.3, -1.9], [0.3, -1.7, 0.6], [-0.9, 0.5, -0.6], [0.4, 0.1, 1.1], [-0.1, -0.4, 0.7]], "mulliken_charge": [0.350, -0.603, -0.359, -0.288, -0.371, 0.223, 0.331, 0.282, 0.364, 0.321, 0.235, 0.292, 0.224], "e_tot_ha": -625.80943, "lumo_energy_ev": [-6.766, -6.710], "mol_weight_g_mol": 103.17, "charge": 1, "e_above_lowest_kj_mol": 427.3, "e_homo_ev": [-13.49, -13.83]}


{"formula": "C4H8ClNSi", "method": "wB97M-V/def2-TZVPD", "species": ["C", "C", "C", "C", "N", "Si", "Cl", "H", "H", "H", "H", "H", "H", "H", "H"], "xyz": [[0.90943, -1.10882, -2.02285], [-0.32068, -0.67066, -1.98392], [-1.05822, 1.92886, -0.24366], [0.72515, -1.41112, 1.67816], [-0.07127, 2.67482, 0.04816], [-0.89747, 0.04955, -0.35923], [-3.08496, -0.45817, -0.17836], [1.46471, -1.46475, -2.89067], [1.39648, -1.42991, -1.16381], [-0.74038, -0.47539, -3.01713], [-2.13836, 2.30822, -0.63592], [-0.04092, -2.13011, 1.85427], [1.62108, -1.87633, 1.18311], [1.07536, -0.82815, 2.49414], [-0.24823, 3.66645, 0.12871]], "forces_ev_per_a": [[1.0, -1.7, -1.0], [-1.0, 1.7, -1.5], [-1.3, 1.4, -1.3], [0.4, 0.1, -2.6], [-0.3, -1.2, 0.5], [-0.7, -2.0, 1.4], [1.9, 0.3, 0.0], [-0.5, 0.5, -0.4], [0.9, 0.0, 1.9], [-0.2, 0.0, 1.5], [2.2, -0.5, 1.2], [-0.5, -0.2, 0.3], [-1.1, 0.6, 0.0], [-0.3, 0.8, 0.5], [-0.4, 0.3, -0.4]], "mulliken_charge": [-0.633, -0.023, 0.056, -0.978, -0.552, 0.373, -0.354, 0.267, 0.132, 0.299, 0.258, 0.343, 0.266, 0.298, 0.247], "e_tot_ha": -961.52460, "lumo_energy_ev": [-0.868, -0.761], "mol_weight_g_mol": 133.65, "e_above_lowest_kj_mol": 328.8, "e_homo_ev": [-8.79, -8.58]}


{"formula": "C48H52N4O2Pb", "method": "wB97M-V/def2-TZVPD", "species": ["Pb", "C", "C", "C", "C", "C", "C", "C", "C", "C", "C", "C", "C", "N", "C", "C", "N", "C", "C", "C", "C", "C", "C", "C", "C", "C", "C", "C", "C", "C", "C", "C", "C", "C", "C", "C", "C", "C", "C", "H", "H", "H", "H", "H", "H", "H", "H", "H", "H", "H", "H", "H", "H", "H", "H", "H", "H", "H", "H", "H", "H", "H", "H", "H", "H", "H", "H", "H", "H", "H", "H", "H", "H", "H", "H", "H", "H", "H", "H", "O", "C", "C", "C", "C", "N", "C", "C", "C", "C", "C", "C", "O", "C", "C", "N", "H", "H", "H", "H", "H", "H", "H", "H", "H", "H", "H", "H"], "xyz": [[-0.06353, 0.19096, 0.35710], [-2.47384, 3.98470, 0.13614], [-2.59298, 3.20091, -1.17268], [-3.87333, 3.57486, -1.92096], [-1.35933, 3.39986, -2.03321], [-1.02586, 4.67249, -2.48882], [0.10968, 4.88166, -3.24929], [0.95726, 3.82136, -3.53457], [0.68063, 2.53230, -3.09396], [1.67615, 1.42532, -3.41193], [2.12073, 0.58872, -2.20476], [1.23844, 0.51512, -4.56068], [-0.51383, 2.34585, -2.38498], [-0.84705, 1.02752, -1.94273], [-1.62151, 0.28265, -2.61912], [-1.92128, -1.12378, -2.12297], [-1.47343, -1.50530, -0.99269], [-1.75276, -2.84577, -0.55651], [-2.87421, -3.08538, 0.25058], [-3.12797, -4.40720, 0.60206], [-2.30497, -5.44146, 0.18480], [-1.18630, -5.16553, -0.57855], [-0.88138, -3.86183, -0.95926], [0.37260, -3.59225, -1.77046], [1.61699, -4.01944, -0.98825], [0.32869, -4.27567, -3.13726], [-3.80105, -2.01238, 0.80942], [-4.52602, -1.11156, -0.19417], [-3.09942, -1.17570, 1.87843], [-2.75172, -1.76557, -3.14549], [-3.32225, -3.00725, -3.28607], [-4.09899, -3.26210, -4.43950], [-4.29577, -2.31238, -5.41301], [-3.71922, -1.02355, -5.29176], [-3.83015, 0.05004, -6.21056], [-3.20923, 1.25102, -5.96486], [-2.44010, 1.47317, -4.79902], [-2.32552, 0.44981, -3.89211], [-2.95950, -0.78742, -4.14725], [-3.30966, 3.75027, 0.79836], [-2.49598, 5.06047, -0.04279], [-1.53713, 3.76393, 0.65599], [-2.66777, 2.14056, -0.91475], [-3.85718, 4.62514, -2.21569], [-4.74655, 3.42508, -1.28476], [-4.00090, 2.97491, -2.82261], [-1.66756, 5.51074, -2.24707], [0.35068, 5.87413, -3.60393], [1.86415, 3.99733, -4.10024], [2.56849, 1.95578, -3.75425], [1.37913, -0.18971, -1.98285], [2.30196, 1.20769, -1.31928], [3.04625, 0.05755, -2.43328], [0.42381, -0.15133, -4.27097], [2.07341, -0.11084, -4.87997], [0.90619, 1.09466, -5.42179], [-3.99409, -4.62689, 1.21404], [-2.53441, -6.46026, 0.46437], [-0.53734, -5.97562, -0.88701], [0.44585, -2.51665, -1.95002], [1.64737, -5.10228, -0.85988], [1.63628, -3.57794, 0.01127], [2.52424, -3.72942, -1.52233], [0.25880, -5.35925, -3.03258], [1.23677, -4.05844, -3.70148], [-0.52567, -3.94019, -3.72619], [-4.58401, -2.57353, 1.32550], [-3.89341, -0.30442, -0.56934], [-5.37908, -0.64139, 0.29643], [-4.90561, -1.67362, -1.04716], [-2.32150, -0.54270, 1.42934], [-2.62117, -1.79552, 2.63691], [-3.79958, -0.49926, 2.37059], [-3.19397, -3.78537, -2.54571], [-4.54921, -4.23836, -4.55455], [-4.89588, -2.54811, -6.28280], [-4.41042, -0.08146, -7.11526], [-3.30749, 2.05375, -6.68238], [-1.96106, 2.43123, -4.64530], [2.00260, 2.48099, 7.12141], [0.79012, 2.94505, 6.57944], [0.58538, 2.30601, 5.23589], [-0.61096, 2.46782, 4.54649], [-0.74319, 1.87925, 3.30708], [0.22152, 1.15154, 2.73773], [1.37644, 0.97754, 3.39872], [1.58827, 1.54827, 4.64503], [2.42348, 0.14953, 2.72682], [3.60511, -0.18777, 3.36223], [4.56653, -0.94703, 2.70000], [5.83777, -1.32276, 3.42711], [6.26492, -0.28922, 4.28732], [4.30639, -1.34007, 1.39645], [3.10076, -0.97762, 0.82553], [2.17650, -0.25927, 1.46431], [2.15917, 2.90340, 7.97108], [0.80111, 4.03342, 6.44146], [-0.06466, 2.69937, 7.21936], [-1.42813, 3.04312, 4.96103], [-1.66057, 1.99601, 2.74036], [2.51838, 1.42663, 5.17656], [3.80961, 0.13300, 4.37220], [6.60826, -1.62253, 2.71347], [5.63043, -2.18885, 4.06097], [6.86158, 0.30134, 3.81713], [5.02093, -1.92112, 0.82930], [2.86550, -1.27512, -0.19019]], "forces_ev_per_a": [[-0.1, 0.1, 0.0], [0.0, 0.0, 0.0], [0.0, 0.0, 0.0], [0.0, 0.0, 0.0], [0.0, 0.1, 0.0], [0.0, 0.0, 0.0], [0.0, 0.0, 0.0], [0.0, 0.0, 0.0], [-0.1, 0.0, 0.0], [0.0, 0.1, 0.0], [-0.1, 0.0, 0.0], [0.0, 0.0, 0.0], [0.0, 0.0, 0.0], [0.2, 0.0, 0.0], [0.0, 0.0, -0.1], [0.0, 0.0, 0.0], [0.0, -0.1, 0.1], [0.0, 0.1, 0.0], [0.0, 0.0, 0.0], [0.0, 0.0, 0.0], [0.0, 0.0, 0.0], [0.0, 0.0, 0.0], [0.0, 0.0, 0.0], [0.0, 0.0, 0.0], [0.0, 0.0, 0.0], [0.0, 0.0, -0.1], [0.0, 0.0, 0.0], [0.0, 0.0, -0.1], [0.1, 0.0, 0.1], [0.0, 0.0, 0.1], [0.0, 0.0, 0.0], [0.0, 0.0, 0.0], [0.0, 0.0, 0.0], [0.0, 0.0, 0.0], [0.0, 0.0, 0.0], [0.0, 0.0, 0.0], [0.0, 0.0, 0.0], [0.1, 0.0, 0.1], [-0.1, 0.0, -0.1], [0.0, 0.0, 0.0], [0.0, 0.0, 0.0], [0.0, 0.0, 0.0], [0.0, 0.0, 0.0], [0.0, 0.0, 0.0], [0.0, 0.0, 0.0], [0.0, 0.0, 0.0], [0.0, 0.0, 0.0], [0.0, 0.0, 0.0], [0.0, 0.0, 0.0], [0.0, 0.0, 0.0], [0.0, 0.0, 0.0], [0.0, 0.0, 0.0], [0.0, 0.1, 0.0], [0.0, 0.0, 0.0], [0.0, 0.0, 0.0], [0.0, 0.0, 0.0], [0.0, 0.0, 0.0], [0.0, 0.0, 0.0], [0.0, 0.0, 0.0], [0.0, 0.0, 0.0], [0.0, 0.0, 0.0], [0.0, 0.0, 0.0], [0.0, 0.0, 0.0], [0.0, 0.0, 0.0], [0.0, 0.0, 0.0], [0.0, 0.0, 0.0], [0.0, 0.0, 0.0], [0.1, 0.0, 0.0], [0.0, 0.0, 0.0], [0.0, 0.0, 0.0], [-0.1, 0.0, 0.0], [0.0, 0.0, 0.0], [0.0, 0.0, 0.0], [0.0, 0.0, 0.0], [0.0, 0.0, 0.0], [0.0, 0.0, 0.0], [0.0, 0.0, 0.0], [0.0, 0.0, 0.0], [0.0, 0.0, 0.0], [0.0, 0.0, 0.0], [0.0, 0.0, 0.0], [0.0, 0.0, 0.0], [0.0, 0.0, 0.0], [0.0, 0.0, 0.0], [0.0, 0.0, 0.0], [0.0, 0.0, 0.0], [0.0, 0.0, 0.0], [0.0, 0.0, 0.0], [0.0, 0.0, -0.1], [0.0, 0.0, 0.1], [0.0, 0.1, 0.0], [0.0, 0.0, 0.0], [0.0, 0.0, 0.0], [0.1, -0.1, 0.0], [0.0, 0.0, 0.0], [0.0, 0.0, 0.0], [0.0, 0.0, 0.0], [0.0, 0.0, 0.0], [0.0, 0.0, 0.0], [0.0, 0.0, 0.0], [0.0, 0.0, 0.0], [0.0, 0.0, 0.0], [0.0, 0.0, 0.0], [0.0, 0.0, 0.0], [0.0, 0.0, 0.0], [0.0, 0.0, 0.0], [0.0, 0.0, 0.0]], "mulliken_charge": [1.536, -1.612, 2.160, -1.641, 0.329, -0.409, -1.718, -1.085, 1.010, -0.018, -0.244, -1.393, -0.319, 0.912, -0.588, -0.311, 1.181, 0.066, 0.784, -1.078, -1.719, -0.477, 0.289, 2.116, -1.738, -1.589, 0.239, -1.309, -1.020, 0.167, 0.397, -1.125, -0.909, 0.955, -0.809, -1.239, 0.199, 0.917, -0.904, 0.453, 0.333, 0.341, -1.109, 0.333, 0.454, 0.339, 0.464, 0.418, 0.504, 0.779, -0.944, 0.381, 0.627, 0.093, 0.496, 0.377, 0.455, 0.411, 0.455, -1.196, 0.401, 0.347, 0.450, 0.340, 0.461, 0.305, 0.739, 0.040, 0.543, 0.306, -0.427, 0.409, 0.501, 0.477, 0.480, 0.466, 0.481, 0.477, 0.631, -0.494, -0.583, 0.314, -1.200, -0.228, -0.044, 0.140, -0.431, -0.083, -0.240, 0.694, -0.762, -0.489, -1.337, -0.170, -0.056, 0.320, 0.347, 0.354, 0.470, 0.584, 0.603, 0.398, 0.423, 0.249, 0.316, 0.465, 0.547], "e_tot_ha": -2422.22953, "lumo_energy_ev": -6.219, "mol_weight_g_mol": 924.17, "charge": 2, "e_above_lowest_kj_mol": 0.0, "e_homo_ev": -13.16}


{"formula": "C4H13N3", "method": "wB97M-V/def2-TZVPD", "species": ["N", "C", "C", "N", "C", "C", "N", "H", "H", "H", "H", "H", "H", "H", "H", "H", "H", "H", "H", "H"], "xyz": [[1.60446, -1.33132, 1.28296], [1.76166, -0.82459, -0.15922], [1.55064, 0.63717, -0.14411], [0.15864, 1.12663, 0.16607], [-0.91845, 0.96675, -0.82137], [-1.74645, -0.25121, -0.63831], [-2.32647, -0.37789, 0.64747], [1.17496, -0.75764, 2.03103], [0.98005, -2.21154, 1.39437], [2.91053, -1.10368, -0.46533], [1.13780, -1.28186, -0.94970], [2.05385, 1.25519, -1.05486], [2.03634, 0.98388, 0.79271], [0.34334, 2.08872, 0.41146], [-0.29857, 1.02761, -1.70847], [-1.74739, 1.75439, -1.04835], [-1.37142, -1.24593, -0.73745], [-2.57979, -0.24981, -1.31492], [-1.70780, -0.62368, 1.45596], [-3.01592, 0.41880, 0.86008]], "forces_ev_per_a": [[-1.7, -2.6, 0.0], [1.8, -1.4, 0.7], [0.0, 3.1, -0.4], [0.2, -0.4, 0.7], [1.0, 1.1, -1.5], [-0.2, -1.1, 0.4], [-2.5, 1.1, 3.0], [0.4, 0.6, -1.6], [1.5, 1.7, -0.9], [-2.6, 0.9, 0.6], [0.0, -0.3, 0.8], [-1.1, -1.6, 1.6], [0.4, 0.1, -0.7], [-0.5, 0.5, 0.1], [-0.6, -0.6, -1.3], [1.9, -0.3, 1.4], [1.5, -0.5, -0.9], [-0.4, 0.3, -0.8], [-0.7, 0.9, -1.4], [1.8, -1.6, 0.0]], "lowdin_spin": [0.018, 0.047, 0.175, 0.031, 0.194, 0.055, 0.025, 0.010, 0.009, 0.019, 0.005, 0.078, 0.039, 0.107, 0.048, 0.082, 0.002, 0.022, 0.008, 0.028], "spin_multiplicity": 2, "e_tot_ha": -324.32302, "lumo_energy_ev": [4.348, 3.963], "mol_weight_g_mol": 103.17, "charge": -1, "e_above_lowest_kj_mol": 228.7, "e_homo_ev": [1.35, -4.89], "s_squared": 0.751}